1.
118
Properties=species:S:1:pos:R:3:lowdin_charge:R:1 method="wB97M-V/def2-TZVPD" spin_multiplicity=2 s2=0.758 molar_mass_g_mol=1328.39 de_lowest_kcal_mol=69.01 lumo_ev="-6.332 / -6.481" e_homo_ha="-0.4395 / -0.4398" total_energy_ha=-8186.18448 charge=+2 largest_force_ha_per_bohr=0.043
Pt 0.0146 -0.3294 0.1949 1.27
N -3.4181 -0.7416 -2.1108 0.21
C -4.0535 -1.3448 -1.0366 -0.16
C -5.3920 -1.6293 -0.7972 0.00
C -5.6758 -2.2800 0.3848 -0.06
C -4.6618 -2.6484 1.2841 -0.06
C -3.3383 -2.3414 1.0517 -0.01
C -3.0379 -1.6596 -0.1275 -0.19
N -1.8204 -1.2378 -0.6604 0.08
C -2.1030 -0.6956 -1.8258 -0.26
C -1.0489 -0.1216 -2.6561 -0.30
C -1.1395 0.5262 -3.8487 -0.29
S 0.4073 1.0525 -4.3343 1.12
C 1.0825 0.3763 -2.9298 -0.44
N 0.2298 -0.2086 -2.1407 -0.05
H -3.8589 -0.3998 -2.9481 0.18
H -6.1704 -1.3545 -1.4939 0.12
H -6.7015 -2.5208 0.6210 0.11
H -4.9298 -3.1855 2.1828 0.11
H -2.5699 -2.6381 1.7476 0.09
H -2.0094 0.7286 -4.4481 0.09
H 2.1433 0.4174 -2.7340 0.05
N -3.7079 -7.2635 1.5697 0.14
C -2.6722 -6.4196 1.3414 -0.31
C -2.5714 -5.7259 0.1231 -0.02
C -1.5295 -4.8561 -0.0978 -0.07
C -0.5634 -4.6631 0.8902 -0.32
C -0.6423 -5.3506 2.1005 -0.06
C -1.6864 -6.2185 2.3230 -0.01
S 0.7314 -3.5583 0.5867 0.62
O 0.8421 -3.3362 -0.8253 -0.31
O 1.8800 -3.9374 1.3574 -0.28
N 0.2345 -2.0570 1.1488 -0.25
C -0.3165 -1.7058 2.3250 -0.49
N -0.5765 -2.4754 3.3688 0.17
C -1.1481 -1.8411 4.3864 -0.08
C -1.4816 -0.4841 4.3768 -0.02
C -1.1668 0.2432 3.2439 -0.07
N -0.5725 -0.3702 2.2303 0.01
H -4.3579 -7.4857 0.8376 0.11
H -3.7331 -7.8301 2.3981 0.11
H -3.3161 -5.8877 -0.6455 0.12
H -1.4375 -4.3352 -1.0397 0.11
H 0.1229 -5.2080 2.8488 0.11
H -1.7454 -6.7658 3.2550 0.12
H -1.3471 -2.4463 5.2620 0.13
H -1.9640 -0.0187 5.2208 0.11
H -1.3563 1.3042 3.1443 0.13
C 6.4312 -0.9231 -0.4434 -0.21
Ge 5.2494 -1.4004 -1.9156 0.76
C 5.8404 -2.9582 -2.9122 -0.20
C 4.8913 0.1631 -3.0345 -0.22
C 3.4767 -1.9238 -1.1699 -0.55
Se 2.7709 -0.5292 -0.0278 0.87
C 3.4737 -1.0981 1.6858 -0.31
H 7.4300 -0.7072 -0.8202 0.03
H 6.5148 -1.7425 0.2692 0.03
H 6.0687 -0.0351 0.0744 0.01
H 6.8279 -2.7922 -3.3406 0.03
H 5.1464 -3.1825 -3.7210 0.03
H 5.8947 -3.8221 -2.2512 0.03
H 5.8195 0.6096 -3.3892 0.03
H 4.3583 0.9210 -2.4559 0.00
H 4.2980 -0.1101 -3.9081 0.02
H 3.5150 -2.8572 -0.6126 0.03
H 2.7645 -2.0629 -1.9819 0.02
H 4.5574 -1.0489 1.6333 0.02
H 3.1344 -2.1098 1.8998 0.02
H 3.0992 -0.3984 2.4305 0.01
C 6.1386 8.4955 2.2827 -0.03
C 5.3960 7.2356 1.9518 -0.24
C 4.6552 7.1224 0.7823 0.01
C 3.9701 5.9578 0.4649 -0.31
C 3.2128 5.8718 -0.8183 -0.07
C 4.0237 4.9049 1.3734 -0.34
Te 2.9050 3.0629 1.1111 1.77
N 1.0942 2.0327 0.4290 -0.17
C 0.0928 2.3688 -0.3322 -0.57
O -0.8633 1.4795 -0.3493 -0.19
C -0.0804 3.5190 -1.2363 -0.18
C -1.3793 3.9393 -1.5234 -0.01
C -1.5925 4.9239 -2.4712 -0.05
C -0.5164 5.4744 -3.1571 -0.05
C 0.7731 5.0379 -2.8918 -0.07
C 0.9875 4.0603 -1.9326 -0.10
C 1.8727 3.2838 2.9202 -0.42
C 2.0186 2.2902 3.8791 -0.15
C 1.3401 2.3817 5.0828 -0.07
C 0.4960 3.4587 5.3038 -0.05
C 0.3297 4.4257 4.3250 -0.02
C 1.0175 4.3672 3.1162 -0.29
C 0.8248 5.4519 2.0978 -0.04
C 4.7974 4.9443 2.5357 -0.29
C 4.9850 3.8066 3.5018 -0.06
C 5.4595 6.1397 2.7979 0.01
H 5.9826 9.2592 1.5246 0.08
H 7.2084 8.3021 2.3583 0.09
H 5.8128 8.8960 3.2424 0.09
H 4.6137 7.9589 0.0966 0.13
H 3.3215 6.7846 -1.3999 0.10
H 2.1488 5.7163 -0.6374 0.06
H 3.5823 5.0449 -1.4309 0.08
H -2.2110 3.4880 -1.0006 0.12
H -2.5993 5.2546 -2.6870 0.11
H -0.6853 6.2330 -3.9082 0.12
H 1.6097 5.4467 -3.4428 0.12
H 1.9904 3.6876 -1.7621 0.08
H 2.6624 1.4399 3.6928 0.09
H 1.4716 1.6199 5.8379 0.11
H -0.0368 3.5473 6.2398 0.11
H -0.3545 5.2465 4.4957 0.12
H -0.0780 6.0208 2.3085 0.09
H 0.7324 5.0495 1.0839 0.05
H 1.6689 6.1445 2.1070 0.09
H 4.8038 2.8322 3.0473 0.03
H 4.3156 3.9017 4.3569 0.09
H 6.0073 3.8116 3.8735 0.10
H 6.0609 6.1979 3.6981 0.14

=====

2.
112
Properties=species:S:1:pos:R:3:lowdin_charge:R:1 method="wB97M-V/def2-TZVPD" molar_mass_g_mol=1006.95 de_lowest_kcal_mol=0.00 lumo_ev=-2.556 e_homo_ha=-0.3666 total_energy_ha=-3355.40672 charge=+1 largest_force_ha_per_bohr=0.039
Ta -0.0350 -0.1166 0.7837 1.84
C 2.3862 2.2377 1.5728 -0.25
P 2.2524 1.4378 -0.0564 1.06
C 2.0851 2.7425 -1.3078 -0.32
C 1.0710 3.7018 -1.1549 -0.10
C 0.8832 4.6415 -2.1310 -0.08
C 1.6513 4.6434 -3.3184 -0.05
C 2.6024 3.6280 -3.5017 -0.08
C 2.8447 2.7183 -2.5059 -0.09
C 3.9546 0.8999 -0.4851 -0.39
C 4.2139 -0.3825 -0.8845 -0.13
C 5.4934 -0.7661 -1.3209 -0.05
C 6.4824 0.2377 -1.3615 -0.06
C 6.2074 1.5361 -0.8826 -0.07
C 4.9637 1.8367 -0.3994 -0.11
C 1.0094 2.7265 1.8482 -0.41
C 0.5848 3.9628 2.2864 -0.05
C -0.8410 3.9784 2.1665 -0.04
C -1.1850 2.7587 1.5941 -0.40
C -2.6063 2.2848 1.3282 -0.24
P -2.5748 0.9972 0.0715 1.05
C -2.8595 1.7936 -1.5203 -0.36
C -1.7588 2.2854 -2.1665 -0.13
C -1.7860 2.7861 -3.4509 -0.06
C -3.0005 2.8393 -4.0891 -0.08
C -4.1630 2.5468 -3.4125 -0.06
C -4.1075 2.0072 -2.1272 -0.06
C -4.0044 -0.0671 0.3754 -0.32
C -4.4135 -0.3655 1.6728 -0.09
C -5.3052 -1.3684 1.9169 -0.07
C -5.8422 -2.1429 0.8991 -0.05
C -5.4409 -1.8508 -0.4061 -0.07
C -4.5249 -0.8566 -0.6570 -0.11
N -0.0716 1.9768 1.3712 -0.15
H 3.0685 3.0652 1.5542 0.09
H 2.7788 1.5658 2.3124 0.05
H 0.3893 3.7444 -0.2644 0.10
H 0.1596 5.4182 -1.9491 0.11
H 1.4937 5.4339 -4.0489 0.11
H 3.1823 3.5830 -4.4092 0.10
H 3.6592 1.9701 -2.5912 0.11
H 3.4158 -1.0786 -0.8488 0.08
H 5.7055 -1.8162 -1.5280 0.11
H 7.5535 -0.0083 -1.6389 0.13
H 7.0112 2.2451 -0.9301 0.11
H 4.8377 2.8674 -0.0929 0.12
H 1.1711 4.8135 2.6810 0.12
H -1.5154 4.7811 2.4452 0.11
H -3.2445 3.1248 0.9719 0.12
H -3.0097 1.8786 2.2237 0.05
H -0.7818 2.1775 -1.6976 0.07
H -0.8841 3.1208 -3.9701 0.11
H -3.0032 3.2046 -5.1374 0.12
H -5.0770 2.6300 -3.9366 0.10
H -4.9930 1.6350 -1.6207 0.11
H -4.0690 0.2320 2.4995 0.08
H -5.5702 -1.5215 2.9670 0.12
H -6.5851 -2.8971 1.1025 0.11
H -5.7987 -2.3843 -1.2628 0.10
H -4.2955 -0.5350 -1.6842 0.10
N -0.3487 -1.1073 -5.8259 0.14
C -0.2567 -0.9085 -4.4917 -0.31
C -1.3350 -1.0175 -3.5732 0.02
C -1.1628 -0.6869 -2.2565 -0.18
N -0.0071 -0.2829 -1.6726 -0.06
C 1.0126 -0.2289 -2.5585 -0.13
C 0.9699 -0.5988 -3.8925 0.00
H -1.1630 -1.6607 -6.0985 0.12
H 0.5189 -1.3960 -6.2755 0.12
H -2.3780 -1.2048 -3.8797 0.13
H -2.0498 -0.7742 -1.6372 0.06
H 2.0425 0.0110 -2.1669 0.08
H 1.7891 -0.2973 -4.5406 0.12
O -1.0710 -1.8498 0.1963 -0.19
C -0.0454 -2.6367 -0.0478 -0.57
O 1.0896 -2.1539 0.0149 -0.04
C -0.2817 -4.0524 -0.2809 -0.14
C -1.5927 -4.5428 -0.3997 -0.01
C -1.7578 -5.8982 -0.5703 -0.08
C -0.6881 -6.7859 -0.5259 -0.07
C 0.5695 -6.2747 -0.3037 -0.07
C 0.8061 -4.9165 -0.2179 0.00
H -2.4973 -3.8428 -0.3489 0.14
H -2.7840 -6.2760 -0.6592 0.11
H -0.9543 -7.8511 -0.5938 0.12
H 1.3490 -7.0342 -0.1594 0.12
H 1.8045 -4.6024 -0.1012 0.11
C -2.2109 -1.1508 4.3008 -0.05
C -1.2043 -0.2158 3.6697 -0.45
C -1.2354 1.2022 4.2599 -0.02
O -1.2762 -0.2777 2.2307 -0.38
H -1.9528 -1.2924 5.3702 0.10
H -2.2145 -2.1469 3.8474 0.09
H -3.2078 -0.7193 4.4004 0.07
H -0.2126 -0.5899 3.9750 0.09
H -2.2026 1.6973 4.2424 0.08
H -0.4902 1.8287 3.8136 0.05
H -0.9843 1.0858 5.2989 0.09
C 3.7411 -2.0510 2.0739 -0.14
Si 2.2883 -1.3908 3.0457 0.35
C 1.2792 -2.8768 3.5761 -0.14
C 2.8647 -0.1991 4.3850 -0.14
O 1.3784 -0.4901 1.9991 -0.48
H 4.3105 -2.8056 2.5630 0.03
H 4.3875 -1.2754 1.6619 0.03
H 3.3100 -2.5505 1.2354 0.01
H 0.8823 -2.6454 4.5860 0.04
H 1.8947 -3.7758 3.7137 0.04
H 0.4373 -3.1009 2.8665 0.05
H 3.4041 -0.8439 5.1110 0.05
H 2.1218 0.4328 4.8750 0.03
H 3.5486 0.4827 3.8718 0.02